## i
C3H3ClOS | ωB97M-V/def2-TZVPD

Structure (XYZ):
```
9
Properties=species:S:1:pos:R:3:mulliken_charge:R:1
O 2.6355 -1.9206 0.4774 -0.407
C 1.8446 -1.0730 0.1880 0.106
S 0.1211 -1.1729 0.6301 -0.028
C -0.4593 0.3333 -0.0833 -0.125
C -1.7301 0.7078 -0.0129 -0.217
Cl -2.2947 2.1817 -0.7089 -0.177
H 2.1157 -0.1638 -0.3790 0.273
H 0.2707 0.9655 -0.5907 0.223
H -2.5035 0.1420 0.4794 0.353
```

* SMILES: O=CS/C=C/Cl
* LUMO level: 0.760 eV
* 2S+1: 1
* E_HOMO: -0.33674 hartree

## ii
C3H3ClOS | ωB97M-V/def2-TZVPD

Structure (XYZ):
```
9
Properties=species:S:1:pos:R:3:mulliken_charge:R:1
C -0.0589 0.3319 0.3162 -0.685
C 1.1336 -0.0218 -0.6265 -0.174
C 0.5615 1.3655 -0.4516 0.250
O 2.7497 -1.9886 -0.2429 -0.454
S 2.4781 -0.6763 0.3080 0.329
Cl 1.4887 2.6645 0.0482 -0.119
H -0.9642 -0.1442 0.1430 0.269
H 0.3969 0.3823 1.3566 0.228
H 0.7860 -0.5022 -1.5777 0.357
```

* LUMO level (spin up / spin down): -0.965 / -0.822 eV
* 2S+1: 1
* E_HOMO (spin up / spin down): -0.31425 / -0.32799 hartree

On energetic grounds, i is preferred over the next structure by 3.544 eV.

## i
C2HBrF3NO | ωB97M-V/def2-TZVPD

Structure (XYZ):
```
9
Properties=species:S:1:pos:R:3:mulliken_charge:R:1
O 0.6862 -0.6517 1.9203 -0.222
N -0.3108 -0.0691 1.6735 0.098
C -0.7460 -0.3075 0.0825 -0.051
F -1.9010 0.3347 -0.0135 -0.260
C 0.3389 0.4392 -0.7282 0.498
F 0.6070 1.6181 -0.2194 -0.188
F -0.1066 0.5899 -2.0169 -0.217
Br 1.9965 -0.5340 -0.6284 -0.093
H -0.5643 -1.4197 -0.0699 0.436
```

* SMILES: O=N[C@@H](F)C(F)(F)Br
* LUMO level: -0.704 eV
* 2S+1: 1
* E_HOMO: -0.35458 hartree

## ii
C2HBrF3NO | ωB97M-V/def2-TZVPD

Structure (XYZ):
```
9
Properties=species:S:1:pos:R:3:mulliken_charge:R:1
C -0.1712 0.0460 -0.5058 -0.178
C 0.6451 -0.2261 0.8049 0.754
N -0.8373 1.2282 -0.4191 0.034
O -2.0137 1.3965 -0.7546 -0.270
F -0.2633 -0.5592 1.7154 -0.214
F 1.5606 -1.1888 0.7530 -0.234
F 1.3920 0.7772 1.2338 -0.236
Br -1.1621 -1.5854 -1.1733 -0.079
H 0.8500 0.1117 -1.6543 0.424
```

* LUMO level (spin up / spin down): -1.964 / -1.965 eV
* 2S+1: 1
* E_HOMO (spin up / spin down): -0.38037 / -0.38043 hartree

On energetic grounds, i is preferred over the next structure by 1.059 eV.

## i
C2H8N2 | ωB97M-V/def2-TZVPD

Structure (XYZ):
```
12
Properties=species:S:1:pos:R:3:mulliken_charge:R:1
C 0.3078 0.6464 2.2655 -0.253
N -0.4482 -0.0811 1.5613 -0.366
C 0.1366 -1.2807 0.8366 -0.602
H 1.3850 0.4975 2.5107 0.248
H -0.0578 1.7189 2.1716 0.222
H 0.2026 -0.9132 -0.1293 0.242
H -0.4970 -2.0953 0.7575 0.251
H 1.1616 -1.5427 1.3023 0.250
N -0.0875 0.5869 -3.5433 -0.697
H 0.2846 1.5151 -3.8028 0.230
H -0.4313 0.0738 -4.4325 0.243
H -0.9644 1.0113 -3.1161 0.231
```

* SMILES: C=NC.N
* LUMO level: 1.028 eV
* 2S+1: 1
* E_HOMO: -0.34219 hartree

## ii
C2H8N2 | ωB97M-V/def2-TZVPD

Structure (XYZ):
```
12
Properties=species:S:1:pos:R:3:mulliken_charge:R:1
H -2.6250 -1.1321 -1.4474 0.226
N -2.4843 -0.3888 -0.6827 -0.657
C -1.6293 -1.0942 0.0753 0.097
N -1.0361 -0.3559 1.0632 -0.436
H -1.0759 -1.9600 -0.2003 0.306
H -0.5446 -0.7792 1.8545 0.205
H -1.3878 0.6071 1.0156 0.249
C 2.1452 0.9544 -0.3295 -0.861
H 1.2900 1.0604 0.3630 0.155
H 1.7795 1.2289 -1.3647 0.216
H 2.7885 1.7995 -0.0374 0.279
H 2.7798 0.0598 -0.3097 0.220
```

* SMILES: [H]/N=C/N.C
* LUMO level: 0.937 eV
* 2S+1: 1
* E_HOMO: -0.33263 hartree

## iii
C2H8N2 | ωB97M-V/def2-TZVPD

Structure (XYZ):
```
12
Properties=species:S:1:pos:R:3:mulliken_charge:R:1
C 0.8772 -0.8606 1.8271 -0.725
C 0.5239 -1.2964 0.6185 0.153
N 0.5276 -2.6140 0.1621 -0.509
H 1.3725 -1.4354 2.5989 0.240
H 0.6743 0.1742 2.0699 0.214
H 0.2233 -0.5458 -0.1038 0.164
H 0.3480 -2.6802 -0.8287 0.247
H 1.3311 -3.1842 0.3787 0.216
N -1.2908 3.1654 -1.8710 -0.637
H -2.1503 2.7463 -2.2037 0.219
H -0.9054 2.4932 -1.2222 0.198
H -1.5314 4.0375 -1.4258 0.221
```

* SMILES: C=CN.N
* LUMO level: 0.860 eV
* 2S+1: 1
* E_HOMO: -0.31139 hartree

On energetic grounds, iii is preferred over the next structure by 0.243 eV.

## i
C2H8N2 | ωB97M-V/def2-TZVPD

Structure (XYZ):
```
12
Properties=species:S:1:pos:R:3:mulliken_charge:R:1
N 1.4670 0.2490 -0.5535 -0.633
C 0.2779 0.8971 -0.0582 -0.417
C -0.6422 -0.0938 0.7240 -0.439
N -1.0761 -1.1681 -0.1766 -0.597
H 1.2963 -0.4152 -1.3202 0.216
H 2.1196 0.9547 -0.9208 0.219
H 0.5523 1.6583 0.6829 0.344
H -0.2746 1.3386 -0.9013 0.280
H -0.1259 -0.4105 1.6245 0.281
H -1.5345 0.4790 1.0718 0.329
H -0.2902 -1.7292 -0.4471 0.202
H -1.7694 -1.7599 0.2744 0.214
```

* SMILES: NCCN
* LUMO level: 1.266 eV
* 2S+1: 1
* E_HOMO: -0.33264 hartree

## ii
C2H8N2 | ωB97M-V/def2-TZVPD

Structure (XYZ):
```
12
Properties=species:S:1:pos:R:3:mulliken_charge:R:1
C 1.1587 -0.1691 0.8055 -0.849
N 0.5748 0.7817 -0.1391 -0.297
C -0.7396 0.4692 -0.7300 -0.388
N -1.3056 -0.7917 -0.4389 -0.591
H 0.5618 -0.2710 1.6454 0.299
H 1.3973 -1.0386 0.0760 0.266
H 2.1115 0.3318 1.1905 0.290
H 0.6360 1.6996 0.1622 0.220
H -0.6335 0.2834 -1.8376 0.273
H -1.5020 1.2938 -0.4785 0.279
H -0.7062 -1.5580 -0.8453 0.262
H -1.5531 -1.0312 0.5897 0.236
```

* SMILES: CNCN
* LUMO level: 1.028 eV
* 2S+1: 1
* E_HOMO: -0.30732 hartree

## iii
C2H8N2 | ωB97M-V/def2-TZVPD

Structure (XYZ):
```
12
Properties=species:S:1:pos:R:3:mulliken_charge:R:1
C -1.2330 0.6730 -0.3979 -1.061
C -0.5537 -0.4303 0.4088 -0.419
N 0.6715 -0.8632 -0.2293 -0.326
N 1.7806 0.0505 0.2645 -0.565
H -2.1827 0.9371 0.0630 0.334
H -1.4136 0.3319 -1.4161 0.282
H -0.6183 1.5712 -0.4386 0.283
H -0.2625 -0.0374 1.4148 0.364
H -1.2163 -1.2933 0.5015 0.361
H 0.9397 -1.7718 0.1475 0.269
H 1.4872 0.9869 -0.0108 0.219
H 2.6010 -0.1546 -0.3076 0.261
```

* SMILES: CCNN
* LUMO level: 1.290 eV
* 2S+1: 1
* E_HOMO: -0.30777 hartree

On energetic grounds, i is preferred over the next structure by 0.979 eV.